ORCA calculation (ωB97M-V/def2-TZVPD) on a molecular structure, C36H32As2CdCl2I2N4O3.

F_max = 0.46 eV Å⁻¹
HOMO-LUMO gap = 7.1307 eV
total energy = -217443.9352 eV
2S+1 = 1
relative energy (zero: lowest compared OMol25 entry of this formula, charge and spin) = 0.0000 eV

Positions of all 82 atoms, in Å:
Cd -0.055 -0.007 -0.068
N 2.515 -0.184 2.372
C 2.939 0.436 1.192
C 4.265 0.878 1.168
C 4.754 1.462 0.023
C 3.922 1.605 -1.083
C 2.627 1.165 -0.968
N 2.135 0.597 0.155
C 1.337 -0.737 2.863
C 1.409 -1.246 4.171
C 0.282 -1.758 4.762
C -0.920 -1.756 4.055
C -0.897 -1.255 2.780
N 0.201 -0.771 2.173
H 3.262 -0.260 3.033
H 4.891 0.761 2.046
H 5.779 1.813 -0.008
H 4.267 2.053 -2.007
H 1.918 1.275 -1.781
H 2.353 -1.225 4.704
H 0.329 -2.147 5.772
H -1.840 -2.133 4.481
H -1.808 -1.227 2.197
C -3.531 2.202 0.737
As -2.739 0.625 -0.073
C -3.322 0.910 -1.907
C -3.995 -0.785 0.474
C -5.242 -0.487 1.020
C -6.083 -1.496 1.468
C -5.685 -2.824 1.372
C -4.448 -3.134 0.823
C -3.594 -2.129 0.372
As -1.819 -2.531 -0.367
C -1.461 -4.243 0.510
C -2.379 -3.235 -2.102
H -4.553 2.346 0.399
H -2.929 3.054 0.423
H -3.497 2.132 1.821
H -4.402 1.019 -1.939
H -3.009 0.076 -2.535
H -2.831 1.811 -2.270
H -5.567 0.544 1.098
H -7.048 -1.246 1.895
H -6.336 -3.617 1.725
H -4.151 -4.173 0.745
H -2.168 -5.013 0.209
H -1.484 -4.120 1.591
H -0.457 -4.547 0.219
H -3.231 -3.901 -1.983
H -1.541 -3.778 -2.542
H -2.642 -2.412 -2.768
I -0.146 4.141 -3.371
C -0.074 4.391 -1.298
C 0.046 5.679 -0.759
C 0.112 5.861 0.596
I 0.269 7.822 1.321
C 0.052 4.749 1.473
C 0.116 4.835 2.885
C 0.013 3.710 3.649
C -0.150 2.468 3.008
N -0.188 2.337 1.706
C -0.085 3.445 0.921
C -0.147 3.227 -0.518
O -0.269 2.055 -1.030
H 0.086 6.533 -1.423
H 0.249 5.805 3.348
H 0.060 3.763 4.731
H -0.254 1.557 3.597
Cl 2.068 -5.022 -5.676
C 1.533 -3.762 -4.591
C 0.722 -2.727 -5.090
C 0.296 -1.732 -4.260
Cl -0.721 -0.469 -4.879
C 0.635 -1.681 -2.860
O 0.202 -0.734 -2.139
C 1.449 -2.767 -2.398
C 1.879 -2.900 -1.017
O 1.526 -2.232 -0.059
C 1.890 -3.773 -3.279
H 0.438 -2.724 -6.134
H 2.591 -3.731 -0.845
H 2.515 -4.574 -2.895